No. 1
Density functional theory data (ωB97M-V/def2-TZVPD) for a structure of composition C31H38BeBrCl4I2N9O10 at a distorted geometry.

Computed properties:
- LUMO: -3.7 eV
- HOMO: -4.4710 eV

ORCA input file:
```
! wB97M-V def2-TZVPD RIJCOSX def2/J DEFGRID3
* xyz 0 1
C -1.19554 2.27556 -0.62471
C 0.23725 1.94567 -0.13138
I 1.09144 0.61968 -1.60729
C 0.08816 1.25225 1.25577
I -0.37953 -0.84223 0.96051
C 1.32587 1.42062 2.16117
C 2.63329 1.82243 1.43290
N 2.78406 3.30959 1.68291
C 1.51820 3.62124 2.27687
N 0.90269 4.70753 1.95199
N 1.18703 2.58290 3.07170
C 0.10303 2.62233 4.04769
O -0.84855 3.64414 3.81734
N -0.85777 4.55921 5.01903
O 0.00814 5.32173 4.96943
H -1.83558 1.42075 -0.41031
H -1.54237 3.21740 -0.19401
H -1.13513 2.38723 -1.71265
H 0.78816 2.88477 -0.08260
H -0.81298 1.66829 1.71044
H 1.43596 0.45532 2.65399
H 2.65033 1.65641 0.36065
H 3.49583 1.26107 1.78665
H 3.35061 3.31437 2.53335
H -0.06454 4.90994 2.15886
H 1.40129 5.37959 1.37737
H -0.42331 1.66662 3.99661
H 0.50573 2.67061 5.06184
N 4.28972 6.31643 1.22211
C 5.11738 6.86537 0.28230
C 5.07355 8.22638 0.42726
C 4.18758 8.51166 1.50128
C 3.72240 7.31414 1.97356
H 4.12374 5.33343 1.34443
H 5.66216 6.24322 -0.40679
H 5.61665 8.93963 -0.16911
H 3.92472 9.48394 1.88263
H 3.03932 7.08678 2.77622
Cl 1.72230 -2.86669 0.80813
Be -2.97470 5.75786 4.13099
C 1.00040 8.53852 -1.39060
C 1.58575 7.27930 -1.43795
C 0.83638 6.18406 -1.83929
C -0.49141 6.36377 -2.19285
C -1.08640 7.60875 -2.14352
C -0.33323 8.70017 -1.73879
N -1.27497 5.19865 -2.63611
O -0.69962 4.12584 -2.63062
O -2.42579 5.36962 -2.96104
H 1.58712 9.39465 -1.08349
H 2.62722 7.15333 -1.16612
H 1.28933 5.20293 -1.87847
H -2.12182 7.74276 -2.41804
H -0.78861 9.67996 -1.70024
Br 1.29755 -4.16792 2.64175
C -1.38992 8.18111 -5.73255
O -1.09982 8.72274 -6.80193
O -0.74261 7.22081 -5.21981
O -2.36996 8.51717 -5.00350
C 5.41003 -2.55290 0.98499
Cl 5.60499 -0.79168 1.00606
Cl 6.72863 -3.30879 0.09848
Cl 5.31618 -3.18583 2.63123
H 4.48006 -2.78262 0.47877
C -5.10181 -12.32574 -3.48996
N -4.46124 -11.35574 -2.60761
C -4.19687 -10.09291 -3.07971
C -3.63824 -9.15042 -2.28527
C -3.31594 -9.44295 -0.92804
C -3.58549 -10.77171 -0.48144
C -4.14036 -11.68278 -1.31714
C -2.77633 -8.45705 -0.05245
C -3.39888 -8.14473 1.19268
C -2.84800 -7.23150 2.03094
N -1.68252 -6.59314 1.70879
C -1.06690 -6.85359 0.51049
C -1.58184 -7.75116 -0.36205
C -1.04543 -5.63738 2.61010
H -4.49290 -12.44943 -4.38517
H -6.09362 -11.95871 -3.75623
H -5.19249 -13.27762 -2.97647
H -4.46789 -9.89151 -4.10570
H -3.46332 -8.16456 -2.69341
H -3.34591 -11.07209 0.52882
H -4.35318 -12.69251 -0.99910
H -4.32300 -8.62496 1.48259
H -3.30196 -6.97727 2.97719
H -0.15210 -6.31431 0.30755
H -1.05349 -7.93396 -1.28727
H -0.94846 -4.71054 2.07345
H -0.08370 -6.05035 2.89920
H -1.66789 -5.49466 3.49159
N 0.72702 -3.06827 -2.55149
O 0.71116 -4.13058 -3.18502
O -0.33755 -2.47529 -2.27356
O 1.82306 -2.58416 -2.15972
*
```

No. 2
Density functional theory data (ωB97M-V/def2-TZVPD) for a structure of composition C31H38ClGeN4O2SeTi.

Computed properties:
- LUMO (alpha / beta): -3.3 / -3.3 eV
- Relative energy (zero: lowest compared OMol25 entry of this formula, charge and spin): 0.169 eV
- HOMO (alpha / beta): -8.0739 / -10.7431 eV

ORCA input file:
```
! wB97M-V def2-TZVPD RIJCOSX def2/J DEFGRID3
* xyz 1 3
Ti 0.07254 -0.93648 0.34712
Cl -3.66971 -6.94900 0.16708
C -2.76712 -5.50635 -0.13773
C -3.12784 -4.68106 -1.19966
C -2.41433 -3.52537 -1.45058
C -1.33192 -3.17190 -0.64104
O -0.65296 -2.04584 -0.94309
C -0.96289 -4.00776 0.44053
C 0.15196 -3.74336 1.33364
N 0.74497 -2.60237 1.38765
C 1.87675 -2.27218 2.17520
C 2.35188 -3.04682 3.22909
C 3.51039 -2.65319 3.88505
C 4.19021 -1.51837 3.48551
C 3.72632 -0.71715 2.43194
C 4.40623 0.43994 1.97394
C 3.88218 1.14110 0.89633
C 2.70302 0.74864 0.30852
N 1.98140 -0.33740 0.73917
C 2.51867 -1.09191 1.78367
C -1.69548 -5.18522 0.66512
H -3.96163 -4.95828 -1.82887
H -2.66901 -2.88447 -2.28319
H 0.47096 -4.56456 1.97643
H 1.82674 -3.93799 3.54116
H 3.88806 -3.24279 4.70838
H 5.10463 -1.23368 3.98815
H 5.32745 0.74352 2.44835
H 4.39693 2.00892 0.50834
H 2.27127 1.28718 -0.52501
H -1.42074 -5.84144 1.47890
C -3.18193 3.11957 2.06287
Ge -2.19088 2.39618 3.58963
C -3.03557 3.02063 5.23732
C -0.29602 2.87947 3.62295
C -2.33394 0.41670 3.70090
Se -1.85964 -0.82975 2.27249
C -3.37784 -0.54743 1.08007
H -3.07062 4.20369 2.04987
H -4.24431 2.90461 2.17838
H -2.86754 2.74114 1.08951
H -2.97046 4.10618 5.30473
H -2.54673 2.60079 6.11556
H -4.08898 2.74442 5.26675
H -0.18241 3.95898 3.53141
H 0.32041 2.40840 2.85111
H 0.12056 2.58747 4.58769
H -3.35250 0.11359 3.95663
H -1.70894 0.08861 4.53597
H -3.65717 0.50487 1.11236
H -4.19902 -1.18056 1.40504
H -3.08177 -0.81369 0.06654
C 0.25003 0.43713 -6.78615
C 1.19647 1.48568 -6.22534
N 1.18328 1.53517 -4.75946
C 2.34296 1.00626 -4.05443
C 2.46294 -0.50852 -4.11301
C 0.14191 2.17078 -4.18137
O -0.71358 2.77442 -4.80723
C 0.02948 2.16501 -2.67786
C -0.03302 3.36728 -1.97162
C -0.23007 3.33996 -0.59889
C -0.39219 2.11514 0.02423
N -0.36247 0.95618 -0.64969
C -0.15968 0.98804 -1.97630
H 0.31252 0.41757 -7.87350
H -0.77736 0.66723 -6.51245
H 0.49848 -0.55755 -6.41641
H 0.92777 2.47583 -6.59798
H 2.22512 1.28272 -6.52518
H 2.31820 1.35796 -3.02307
H 3.23157 1.46022 -4.50467
H 1.58622 -1.00625 -3.69676
H 3.33613 -0.83292 -3.54713
H 2.58374 -0.85694 -5.13808
H 0.07308 4.30359 -2.50174
H -0.26260 4.24656 -0.01335
H -0.53870 2.04246 1.10404
H -0.15384 0.02871 -2.48452
*
```

No. 3
Density functional theory data (ωB97M-V/def2-TZVPD) for a structure of composition C31H38F2Ge2N3Pt at a distorted geometry.

Computed properties:
- LUMO (alpha / beta): -4.5 / -4.9 eV
- Relative energy (zero: lowest compared OMol25 entry of this formula, charge and spin): 1.730 eV
- HOMO (alpha / beta): -10.4347 / -10.4389 eV

ORCA input file:
```
! wB97M-V def2-TZVPD RIJCOSX def2/J DEFGRID3
* xyz 1 1
Pt 0.69999 0.21764 0.50277
F 0.59152 5.28301 2.22680
C 0.91672 4.01615 2.51474
C 0.66689 3.02073 1.58115
C 0.99945 1.71879 1.89391
C 1.60551 1.37190 3.10959
C 1.83906 2.41518 4.01626
F 2.42014 2.18033 5.20632
C 1.49570 3.72587 3.73814
C 1.94744 -0.04208 3.30673
C 2.55796 -0.58101 4.44539
C 2.83765 -1.93615 4.49131
C 2.50492 -2.74400 3.41087
C 1.90150 -2.14408 2.31906
N 1.64798 -0.84955 2.28039
H 0.20436 3.28823 0.63876
H 1.67316 4.50420 4.46314
H 2.81249 0.04422 5.28559
H 3.31114 -2.36133 5.36547
H 2.70600 -3.80387 3.41394
H 1.61076 -2.71270 1.44349
C -3.60221 1.37774 2.84744
C -2.13986 1.36163 2.43463
Ge -1.51093 -0.24549 1.38322
C -1.59213 -1.90163 2.55501
C -3.01385 -2.37442 2.83179
C -2.74552 -0.56929 -0.10470
C -2.33892 -0.66287 -1.37607
Ge -0.31961 -0.53990 -1.60931
C 0.36026 1.04173 -2.74001
C -0.07370 1.21900 -4.18728
C 0.71260 -2.21953 -2.15427
C 0.36307 -2.83108 -3.50046
C -3.22861 -0.82704 -2.51719
C -2.68830 -0.98048 -3.79279
C -3.49031 -1.13309 -4.90558
C -4.86911 -1.14714 -4.76127
C -5.42942 -0.98789 -3.50210
C -4.62326 -0.81917 -2.39505
H -3.83151 2.32929 3.32375
H -3.82337 0.58959 3.56081
H -4.25781 1.26100 1.98863
H -1.50566 1.43379 3.31887
H -1.93176 2.23443 1.81694
H -1.08758 -1.68802 3.49713
H -1.04109 -2.70277 2.06325
H -3.57833 -1.62967 3.38493
H -2.99631 -3.28482 3.42914
H -3.54551 -2.58643 1.90757
H -3.79564 -0.66067 0.13847
H 1.44770 0.94605 -2.70869
H 0.08070 1.93872 -2.18198
H 0.25430 0.38820 -4.81017
H 0.39102 2.12661 -4.57685
H -1.15301 1.32582 -4.26943
H 0.57676 -2.96079 -1.36595
H 1.76477 -1.92121 -2.14517
H -0.68417 -3.12223 -3.54131
H 0.97207 -3.72019 -3.66059
H 0.56359 -2.13446 -4.31253
H -1.61172 -0.97720 -3.89532
H -3.04059 -1.23830 -5.88275
H -5.50600 -1.27676 -5.62170
H -6.50361 -0.99058 -3.38072
H -5.08095 -0.68021 -1.42847
C 5.08773 2.30465 -2.26905
N 4.41662 1.43898 -1.33503
C 4.87983 0.26790 -0.81545
C 3.85543 -0.26583 -0.08848
N 2.77804 0.56124 -0.16608
C 3.15241 1.58158 -0.90988
H 6.12731 1.99567 -2.36854
H 5.04614 3.34341 -1.93468
H 4.60224 2.23506 -3.24694
H 5.87379 -0.08800 -0.99604
H 3.83700 -1.17823 0.46988
H 2.54663 2.43181 -1.14740
*
```

No. 4
Density functional theory data (ωB97M-V/def2-TZVPD) for a structure of composition C31H38MnN4 at a distorted geometry.

Computed properties:
- LUMO (alpha / beta): 2.8 / 2.8 eV
- Relative energy (zero: lowest compared OMol25 entry of this formula, charge and spin): 2.219 eV
- HOMO (alpha / beta): -1.1719 / -2.5958 eV

ORCA input file:
```
! wB97M-V def2-TZVPD RIJCOSX def2/J DEFGRID3
* xyz -1 5
Mn -0.39898 0.44872 -0.04808
N -0.83772 4.04318 -2.00151
N 1.28265 -0.00361 -2.15969
C -1.63928 -0.84970 1.00248
C -2.18748 -0.51010 -0.29926
C -2.41560 0.93023 -0.31493
C -3.11042 1.74149 -1.35537
H -3.38467 1.12462 -2.22097
H -2.47242 2.57307 -1.70391
H -4.03055 2.19274 -0.95398
C -1.98509 1.46533 0.94843
C -2.14593 2.88005 1.37982
H -3.19634 3.10643 1.65544
H -1.85774 3.59189 0.58077
H -1.52345 3.09614 2.26482
C -1.47637 0.37953 1.74919
C -1.06155 0.50658 3.17259
H -0.44809 1.40745 3.32401
H -0.47290 -0.36350 3.49756
H -1.93716 0.58875 3.84180
C -2.61770 -1.47003 -1.34650
H -3.66508 -1.79175 -1.21068
H -1.99597 -2.37718 -1.32343
H -2.53193 -1.02647 -2.34985
C -1.49515 -2.21417 1.57605
H -0.68133 -2.23889 2.31763
H -1.25113 -2.95077 0.79792
H -2.41875 -2.54879 2.08222
C -0.24404 5.26240 -2.22227
H -0.87643 6.12616 -2.29013
C 1.13426 5.44728 -2.36944
H 1.57951 6.42379 -2.55782
C 1.98967 4.36242 -2.24799
H 3.05981 4.36103 -2.40448
C 1.42789 3.13560 -1.90549
H 1.89981 2.11531 -1.80389
C 0.02819 2.99387 -1.89447
C -0.55871 1.64139 -1.71231
H -0.98938 1.17962 -2.76599
C 0.98429 -0.62986 -0.99648
C 1.52117 -0.96815 -3.08461
H 1.60974 -0.73248 -4.15783
C 1.75658 -2.16209 -2.45262
H 2.18209 -3.04864 -2.82859
N 1.37661 -1.97439 -1.11648
C 1.30994 -3.09997 -0.19187
C 0.78753 -4.28602 -0.69136
C 0.79890 -5.39096 0.19783
H 0.40139 -6.32714 -0.11652
C 1.31501 -5.24140 1.48634
C 1.35027 -6.44412 2.40545
H 1.24491 -6.13498 3.45237
H 2.30005 -6.99237 2.30816
H 0.53743 -7.13678 2.14753
C 1.82913 -4.02207 1.94522
H 2.21041 -3.91985 2.92763
C 1.83462 -2.89186 1.07248
C 2.36957 -1.57808 1.49359
H 3.09566 -1.18781 0.75556
H 2.88470 -1.67003 2.46722
H 1.56608 -0.80697 1.60129
C 0.14605 -4.39864 -2.02381
H 0.85973 -4.33335 -2.86402
H -0.62462 -3.61998 -2.17255
H -0.35777 -5.37322 -2.10791
C 0.40179 5.31089 1.35259
C 1.48108 4.20290 1.42935
C 1.03279 2.87230 1.05126
N 0.71801 1.81213 0.71222
H -0.08536 5.33826 0.36698
H 0.84456 6.30042 1.52548
H -0.36908 5.15841 2.11884
H 2.34115 4.46700 0.79265
H 1.85118 4.12882 2.46635
*
```

No. 5
Density functional theory data (ωB97M-V/def2-TZVPD) for a structure of composition C31H39AsF6N6OSV at a distorted geometry.

Computed properties:
- LUMO (alpha / beta): -8.9 / -7.6 eV
- Relative energy (zero: lowest compared OMol25 entry of this formula, charge and spin): 0.805 eV
- HOMO (alpha / beta): -12.4019 / -12.4019 eV

ORCA input file:
```
! wB97M-V def2-TZVPD RIJCOSX def2/J DEFGRID3
* xyz 2 2
V -1.15006 0.89205 -0.91021
N -1.48051 2.79949 -1.00981
C -0.62494 3.51143 -1.98547
C 0.80811 3.26127 -1.69344
C 1.29916 1.81133 -1.99718
N 0.20304 0.82578 -2.23019
H -2.46486 3.12901 -1.05313
H -1.17789 3.13062 -0.12443
H -0.80301 4.60806 -1.89791
H -0.87313 3.19407 -3.06026
H 0.97513 3.55014 -0.62523
H 1.33086 3.98322 -2.34198
H 2.03576 1.44864 -1.24010
H 1.90073 1.80171 -2.91882
H 0.46164 -0.02497 -2.70747
H -0.32360 -1.93292 -5.27182
S -2.77067 0.01526 -2.29022
C -3.70057 -1.20994 -1.55733
C -4.60858 -1.96330 -2.35981
C -5.45850 -2.86104 -1.76093
C -5.48360 -3.01859 -0.39130
C -4.60159 -2.33716 0.42234
C -3.70910 -1.42324 -0.16059
As -2.18540 -0.64458 0.71857
C -1.01835 -2.18545 0.91771
C 0.32610 -1.85299 1.26225
C 1.39372 -2.52266 0.74437
C 1.18131 -3.67481 -0.03384
C -0.13326 -4.11751 -0.24859
C -1.24380 -3.39087 0.28418
C -2.86463 -0.42062 2.60299
C -2.10303 -0.82137 3.70208
C -2.52851 -0.38948 4.98951
C -3.75695 0.26077 5.14223
C -4.51196 0.63631 3.98514
C -4.07682 0.21156 2.75227
H -4.53910 -1.72661 -3.43159
H -6.25540 -3.34378 -2.42338
H -6.17921 -3.76365 0.02774
H -4.53313 -2.45588 1.49152
H 0.57353 -0.95901 1.85736
H 2.40703 -2.16095 0.93897
H 1.97511 -4.21331 -0.51295
H -0.37306 -4.94632 -0.96840
H -2.25438 -3.78794 0.18901
H -1.22601 -1.42708 3.57979
H -1.84381 -0.52516 5.83785
H -4.13774 0.54264 6.12759
H -5.34526 1.35456 4.09815
H -4.70568 0.39161 1.88740
C 1.37450 -4.22207 -6.71891
C 0.67804 -3.61519 -5.50693
O 0.27081 -2.28976 -5.92605
C -0.53602 -4.45593 -5.10303
F -1.01847 -4.99523 -6.27195
F -0.14140 -5.42741 -4.25145
F -1.54185 -3.65847 -4.58717
C 1.67266 -3.41052 -4.40531
F 2.76375 -2.63095 -4.68752
F 1.00214 -2.78630 -3.29318
F 2.18394 -4.62707 -4.04464
H 2.00940 -3.52834 -7.26355
H 0.66925 -4.71153 -7.36573
H 2.13949 -4.99778 -6.53796
C 3.55808 5.17658 2.59165
N 3.98562 4.80382 3.96387
C 5.05094 3.73912 3.84472
N 4.62479 2.51137 3.12833
C 4.16967 2.99089 1.73535
N 3.07857 3.99754 1.78032
C 1.93988 3.34581 2.45321
N 2.36187 2.97469 3.82430
C 2.81681 4.13028 4.61016
C 3.41532 1.93540 3.81272
H 4.35881 5.68826 2.04884
H 2.67122 5.79297 2.57107
H 5.44495 3.42794 4.84485
H 5.91835 4.15024 3.36957
H 3.78202 2.19419 1.05745
H 5.09626 3.44213 1.28296
H 1.58714 2.45865 1.83215
H 1.08336 4.04329 2.55491
H 3.10760 3.75618 5.58060
H 1.93678 4.85863 4.66682
H 3.01693 1.07740 3.26448
H 3.64370 1.60287 4.79242
*
```